A 10-piece molecular cluster, C42H92O18 overall at a distorted geometry, computed with the ωB97M-V functional and the def2-TZVPD basis.

Geometry as ORCA input:
```
! wB97M-V def2-TZVPD RIJCOSX def2/J DEFGRID3
* xyz 0 1
C 1.652 -2.678 3.642
O 1.589 -1.379 4.163
C 0.536 -0.558 3.703
C -0.909 -1.177 3.867
O -1.039 -1.630 5.205
C -2.155 -2.599 5.358
C -2.274 -3.139 6.843
O -1.319 -4.171 7.127
C 0.020 -3.750 7.424
H 1.661 -2.848 2.532
H 0.824 -3.280 4.035
H 2.587 -3.045 3.942
H 0.775 -0.185 2.644
H 0.596 0.321 4.320
H -1.084 -2.030 3.203
H -1.704 -0.475 3.654
H -1.972 -3.456 4.715
H -3.079 -2.080 5.152
H -3.302 -3.483 6.993
H -1.968 -2.366 7.600
H 0.462 -4.645 7.856
H -0.028 -2.962 8.225
H 0.500 -3.387 6.503
C -7.807 3.584 -2.295
O -6.420 3.874 -2.307
C -5.865 3.524 -3.603
C -4.377 3.739 -3.444
O -3.707 3.620 -4.656
C -2.425 3.047 -4.492
C -2.476 1.550 -4.424
O -2.520 1.023 -5.776
C -2.161 -0.388 -5.640
H -8.465 4.294 -2.750
H -8.148 3.590 -1.244
H -7.942 2.550 -2.712
H -6.207 4.108 -4.404
H -5.897 2.413 -3.908
H -4.022 2.969 -2.753
H -4.055 4.673 -2.888
H -1.932 3.425 -3.544
H -1.702 3.343 -5.301
H -3.444 1.273 -3.894
H -1.656 1.013 -3.901
H -2.622 -0.888 -4.789
H -1.066 -0.402 -5.546
H -2.536 -0.925 -6.529
C 3.184 6.998 3.158
O 3.262 5.574 2.914
C 4.216 5.010 3.755
C 3.946 3.539 4.108
O 3.984 2.716 2.952
C 3.974 1.362 3.329
C 4.119 0.490 2.069
O 5.465 0.473 1.698
C 5.715 -0.429 0.677
H 4.107 7.464 3.145
H 2.684 7.313 4.086
H 2.458 7.354 2.404
H 4.156 5.538 4.715
H 5.148 5.112 3.210
H 2.916 3.534 4.478
H 4.633 3.198 4.885
H 3.002 1.117 3.793
H 4.695 1.061 4.050
H 3.502 0.936 1.225
H 3.720 -0.556 2.263
H 4.868 -0.878 0.211
H 6.395 -1.207 0.970
H 6.240 0.159 -0.047
C 2.072 0.804 -4.403
O 1.349 -0.314 -4.048
C 2.159 -1.429 -3.985
C 1.415 -2.696 -3.643
O 0.702 -3.087 -4.725
C -0.674 -3.361 -4.485
C -0.958 -4.628 -3.619
O -0.333 -4.585 -2.354
C -0.184 -5.850 -1.784
H 2.756 1.104 -3.575
H 1.314 1.591 -4.506
H 2.674 0.679 -5.302
H 2.858 -1.325 -3.195
H 2.738 -1.498 -4.921
H 0.679 -2.407 -2.870
H 2.088 -3.473 -3.258
H -1.255 -3.465 -5.366
H -1.080 -2.539 -3.883
H -0.529 -5.482 -4.192
H -2.051 -4.710 -3.500
H -1.197 -6.359 -1.624
H 0.300 -5.710 -0.820
H 0.435 -6.535 -2.405
C 4.951 -5.811 0.349
C 3.510 -5.788 -0.068
C 3.227 -5.128 -1.420
O 2.604 -6.170 0.652
H 5.650 -5.925 -0.490
H 5.004 -6.694 1.021
H 5.190 -4.931 0.989
H 2.153 -4.806 -1.331
H 3.378 -5.870 -2.158
H 4.034 -4.413 -1.542
C 3.897 5.319 -0.849
C 3.712 3.823 -1.014
C 4.952 2.948 -0.824
O 2.665 3.347 -1.284
H 4.189 5.432 0.226
H 2.956 5.818 -0.931
H 4.762 5.586 -1.523
H 4.975 2.148 -1.506
H 4.859 2.485 0.182
H 5.835 3.567 -0.849
C -4.095 2.556 -0.137
C -4.506 1.172 -0.630
C -5.955 0.950 -0.732
O -3.756 0.317 -1.049
H -4.875 3.351 -0.452
H -3.191 2.748 -0.662
H -3.992 2.637 0.963
H -6.494 1.237 0.191
H -6.132 -0.088 -0.868
H -6.379 1.544 -1.563
C -3.812 -3.556 -0.973
C -3.958 -3.449 0.553
C -5.330 -2.943 1.023
O -3.094 -3.809 1.313
H -4.291 -4.442 -1.387
H -2.741 -3.685 -1.158
H -4.228 -2.608 -1.489
H -5.376 -1.893 0.705
H -5.538 -3.159 2.064
H -6.075 -3.313 0.315
C 0.284 2.974 1.380
C -0.579 4.262 1.352
C 0.207 5.570 1.255
O -1.783 4.223 1.513
H -0.357 2.151 1.696
H 1.102 2.978 2.090
H 0.530 2.611 0.396
H 0.484 5.712 0.236
H 1.141 5.509 1.859
H -0.360 6.533 1.644
C 0.618 -0.026 -1.204
C 1.242 -1.320 -0.690
C 0.237 -2.213 -0.043
O 2.433 -1.554 -0.751
H -0.108 -0.133 -2.008
H 1.419 0.577 -1.680
H 0.172 0.560 -0.408
H 0.794 -2.954 0.584
H -0.117 -2.901 -0.782
H -0.626 -1.674 0.406
*
```

Summary:
Energy above the lowest of the compared OMol25 structures with the same formula, charge and spin in eV: 0.0000
SMILES string: COCCOCCOC.COCCOCCOC.COCCOCCOC.COCCOCCOC.CC(C)=O.CC(C)=O.CC(C)=O.CC(C)=O.CC(C)=O.CC(C)=O
Gap between HOMO and LUMO in Eh: 0.3655
E_HOMO in eV: -9.33
Lowest unoccupied orbital energy in eV: 0.6



C2H2NO2S2 as an isolated structure at a distorted geometry, computed with the ωB97M-V functional and the def2-TZVPD basis.

Geometry as ORCA input:
```
! wB97M-V def2-TZVPD RIJCOSX def2/J DEFGRID3
* xyz -1 1
C -0.040 0.576 -0.015
C 1.748 -0.081 0.017
N -0.803 -0.480 0.124
O 2.501 0.835 0.198
O -2.192 -0.338 0.106
S 1.805 -1.736 0.009
S -0.536 2.118 -0.037
H -0.288 -1.415 -0.180
H -2.195 0.522 -0.222
*
```

Summary:
Energy above the lowest of the compared OMol25 structures with the same formula, charge and spin in eV: 2.6785
Gap between HOMO and LUMO in Eh: 0.2755
E_HOMO in eV: -3.97
Lowest unoccupied orbital energy in eV: 3.5



An isolated ion of composition C4H4IN2 and charge +1 at a distorted geometry, computed with the ωB97M-V functional and the def2-TZVPD basis.

Geometry as ORCA input:
```
! wB97M-V def2-TZVPD RIJCOSX def2/J DEFGRID3
* xyz 1 1
C -0.215 1.956 -1.033
C -0.096 0.715 -0.397
C 0.197 -0.960 0.946
C -0.577 -0.426 -0.989
N -0.428 -1.432 -0.138
N 0.447 0.317 0.770
I 1.182 3.348 -0.319
H 0.285 -1.621 1.778
H -1.260 -0.521 -1.759
H -0.529 -2.431 -0.282
H 0.992 1.055 1.422
*
```

Summary:
Energy above the lowest of the compared OMol25 structures with the same formula, charge and spin in eV: 0.7546
Gap between HOMO and LUMO (alpha / beta) in Eh: 0.2585 / 0.2585
E_HOMO (alpha / beta) in eV: -12.71 / -12.71
Lowest unoccupied orbital energy (alpha / beta) in eV: -5.7 / -5.7



C16H11Cl5CoN2O4Se as an isolated structure, computed with the ωB97M-V functional and the def2-TZVPD basis.

Geometry as ORCA input:
```
! wB97M-V def2-TZVPD RIJCOSX def2/J DEFGRID3
* xyz -1 1
Co 1.001 0.670 0.032
N 2.818 1.460 0.036
C 2.699 2.922 -0.168
C 1.446 3.379 0.587
O 1.397 4.487 1.115
N 0.532 2.407 0.612
C -0.371 2.295 1.738
C 0.099 1.061 2.512
O -0.182 0.847 3.669
O 0.886 0.262 1.808
H 3.122 1.247 0.984
H 3.481 1.016 -0.589
H 2.586 3.120 -1.234
H 3.567 3.469 0.198
H -1.400 2.125 1.412
H -0.344 3.175 2.377
Cl -4.247 2.038 -4.532
C -3.224 1.486 -3.255
C -1.846 1.638 -3.341
Cl -1.135 2.376 -4.729
C -1.036 1.192 -2.310
Cl 0.692 1.346 -2.413
C -1.539 0.576 -1.147
O -0.803 0.147 -0.188
C -2.948 0.438 -1.090
Cl -3.598 -0.302 0.321
C -3.764 0.880 -2.117
Cl -5.473 0.686 -1.993
Se 2.056 -1.396 -0.557
C 1.187 -2.826 0.365
C -0.069 -2.701 0.953
C -0.647 -3.789 1.592
C 0.007 -5.012 1.652
C 1.259 -5.138 1.065
C 1.844 -4.054 0.429
H -0.591 -1.757 0.916
H -1.622 -3.673 2.050
H -0.451 -5.856 2.154
H 1.786 -6.084 1.105
H 2.824 -4.156 -0.022
*
```

Summary:
Energy above the lowest of the compared OMol25 structures with the same formula, charge and spin in eV: 0.5284
Gap between HOMO and LUMO in Eh: 0.2537
E_HOMO in eV: -4.66
Lowest unoccupied orbital energy in eV: 2.2



A 2-piece molecular cluster, C2H10N2O2 overall at a distorted geometry, computed with the ωB97M-V functional and the def2-TZVPD basis.

Geometry as ORCA input:
```
! wB97M-V def2-TZVPD RIJCOSX def2/J DEFGRID3
* xyz 0 1
N 2.039 -0.294 -0.132
C 1.549 0.979 -0.551
O 0.521 1.373 0.374
H 2.020 -0.407 0.850
H 2.837 -0.603 -0.660
H 2.279 1.790 -0.616
H 1.092 0.906 -1.549
H 0.672 2.300 0.469
N -1.203 -1.113 1.241
C -1.688 -1.124 -0.108
O -2.445 0.029 -0.457
H -0.574 -0.325 1.312
H -1.976 -0.965 1.880
H -0.839 -1.211 -0.789
H -2.337 -1.986 -0.258
H -1.949 0.651 -1.005
*
```

Summary:
Energy above the lowest of the compared OMol25 structures with the same formula, charge and spin in eV: 0.9572
SMILES string: NCO.NCO
Gap between HOMO and LUMO in Eh: 0.3617
E_HOMO in eV: -9.23
Lowest unoccupied orbital energy in eV: 0.6



C34H28ClGeO5Sc as an isolated structure, computed with the ωB97M-V functional and the def2-TZVPD basis.

Geometry as ORCA input:
```
! wB97M-V def2-TZVPD RIJCOSX def2/J DEFGRID3
* xyz 1 2
Sc -0.182 -1.028 -0.008
C 0.587 -7.704 -1.569
O 1.894 -7.171 -1.360
C 2.015 -5.878 -1.065
C 3.344 -5.429 -0.885
C 3.564 -4.124 -0.579
C 2.502 -3.193 -0.435
C 2.787 -1.849 -0.069
C 4.195 -1.380 0.135
O 1.883 -0.985 0.116
C 1.174 -3.668 -0.630
O 0.129 -2.869 -0.527
C 0.944 -5.009 -0.937
H 0.734 -8.754 -1.796
H 0.102 -7.208 -2.411
H -0.019 -7.599 -0.669
H 4.150 -6.139 -0.994
H 4.582 -3.788 -0.438
H 4.802 -1.569 -0.751
H 4.652 -1.909 0.973
H 4.186 -0.313 0.338
H -0.080 -5.324 -1.071
Cl -7.185 1.100 0.915
C -5.599 0.628 0.412
C -5.174 0.942 -0.888
C -3.919 0.608 -1.329
C -3.021 -0.049 -0.474
O -1.818 -0.349 -0.893
C -3.452 -0.361 0.844
C -2.602 -0.973 1.804
O -1.395 -1.263 1.655
C -4.759 -0.023 1.266
H -5.857 1.461 -1.548
H -3.593 0.852 -2.330
H -3.042 -1.211 2.777
H -5.076 -0.267 2.272
C 2.323 3.519 4.311
C 2.714 2.350 3.667
C 2.032 1.920 2.542
C 0.955 2.658 2.039
C 0.565 3.823 2.699
C 1.250 4.253 3.827
Ge -0.011 2.053 0.487
C -1.649 3.007 0.124
C -1.880 3.564 -1.136
C -3.057 4.253 -1.396
C -4.018 4.384 -0.403
C -3.802 3.832 0.853
C -2.625 3.148 1.113
C 1.091 1.659 -1.073
C 2.472 1.882 -1.024
C 3.287 1.486 -2.070
C 2.748 0.835 -3.175
C 1.382 0.609 -3.242
C 0.557 1.023 -2.202
H 2.853 3.855 5.192
H 3.549 1.776 4.049
H 2.335 1.000 2.053
H -0.266 4.408 2.323
H 0.948 5.162 4.329
H -1.132 3.478 -1.916
H -3.220 4.694 -2.370
H -4.935 4.922 -0.605
H -4.551 3.937 1.628
H -2.460 2.730 2.100
H 2.908 2.380 -0.166
H 4.350 1.687 -2.030
H 3.391 0.522 -3.987
H 0.955 0.123 -4.110
H -0.512 0.859 -2.283
*
```

Summary:
Gap between HOMO and LUMO (alpha / beta) in Eh: 0.2323 / 0.2579
E_HOMO (alpha / beta) in eV: -9.92 / -11.16
Lowest unoccupied orbital energy (alpha / beta) in eV: -3.6 / -4.1